## A
The following is a DFT calculation (ωB97M-V/def2-TZVPD) of a 2-piece molecular cluster, C3H4N2 overall.

Summary:
LUMO energy   0.03754 hartree
E_HOMO   -9.15 eV
Total charge   0
Frontier orbital gap   10.17 eV

XYZ file:
```
9
Properties=species:S:1:pos:R:3:nbo_charge:R:1
N -0.787 -0.094 1.645 -0.4622
C 1.332 1.629 -0.614 -0.2579
C 1.249 0.451 -0.848 -0.2363
C -1.102 -1.816 -0.030 -0.0988
N -1.007 -0.907 0.744 -0.0108
H -0.327 0.722 1.227 0.3560
H 1.437 2.676 -0.431 0.2417
H 1.147 -0.600 -1.027 0.2477
H -1.941 -2.060 -0.666 0.2206
```


## B
The following is a DFT calculation (ωB97M-V/def2-TZVPD) of the molecule C3H4N2.

Summary:
LUMO energy   0.03668 hartree
E_HOMO   -9.38 eV
SMILES   c1cn[nH]c1
Total charge   0
Frontier orbital gap   10.38 eV

XYZ file:
```
9
Properties=species:S:1:pos:R:3:nbo_charge:R:1
C -0.916 0.760 -0.025 -0.3866
C -0.914 -0.585 -0.006 -0.0270
C 0.413 0.988 -0.012 0.0024
H -1.728 1.466 0.157 0.2369
H -1.935 -1.052 0.069 0.2008
H 2.067 -0.151 -0.070 0.4054
H 1.027 1.922 -0.180 0.2068
N 0.219 -1.204 -0.048 -0.2873
N 1.077 -0.106 0.089 -0.3514
```


Energetically preferred structure: B | next structure: +90.8 kcal/mol


## A
The following is a DFT calculation (ωB97M-V/def2-TZVPD) of a 7-piece molecular cluster, C27H45N7O9 overall.

Summary:
LUMO energy   -0.06858 hartree
E_HOMO   -8.79 eV
SMILES   O=[N+]([O-])c1ccccc1.O=[N+]([O-])c1ccccc1.CN(C)C=O.CN(C)C=O.CN(C)C=O.CN(C)C=O.CN(C)C=O
Total charge   0
Frontier orbital gap   6.92 eV

XYZ file:
```
88
Properties=species:S:1:pos:R:3:mulliken_charge:R:1
C 2.132 1.336 -4.563 -0.3044
C 0.948 1.022 -5.642 -0.5314
C 0.042 2.054 -6.006 -0.6752
C 0.271 3.595 -5.517 0.0650
C 1.411 3.916 -4.491 -0.2454
C 2.263 2.662 -4.078 -0.7771
N -0.596 4.657 -5.907 0.8356
O -0.446 5.875 -5.414 -0.5521
O -1.398 4.377 -6.794 -0.5412
H 2.902 0.649 -4.248 0.4931
H 0.871 0.164 -6.356 0.4080
H -0.693 1.988 -6.660 0.6947
H 1.552 4.995 -4.128 0.3794
H 3.097 2.876 -3.657 0.7351
C -3.966 -3.545 4.111 -0.3573
C -4.911 -2.332 4.259 -0.3914
C -4.371 -0.944 3.999 -0.7734
C -2.921 -0.750 3.767 0.1846
C -1.974 -1.949 3.846 -0.0814
C -2.591 -3.358 4.039 -0.4984
N -2.259 0.537 3.519 0.8088
O -2.998 1.457 3.139 -0.5377
O -0.972 0.611 3.616 -0.4876
H -4.443 -4.592 4.057 0.3186
H -6.063 -2.542 4.332 0.2887
H -5.029 -0.259 4.321 0.6552
H -0.864 -1.781 3.687 0.3712
H -1.918 -4.145 4.329 0.4217
C -3.653 -2.651 0.517 0.4996
O -2.627 -3.304 0.574 -0.5920
N -4.204 -2.301 -0.689 0.1145
C -5.386 -1.434 -0.713 -1.2097
C -3.703 -2.711 -2.017 -0.8055
H -4.081 -2.160 1.280 0.0626
H -5.157 -0.527 -1.161 0.4099
H -5.835 -1.198 0.135 0.4680
H -6.149 -1.948 -1.362 0.3341
H -3.686 -3.756 -1.919 0.4294
H -2.802 -2.169 -2.356 0.1218
H -4.503 -2.584 -2.913 0.3287
C 0.532 3.574 2.453 0.2042
O -0.131 4.629 2.124 -0.7321
N 1.482 3.513 3.242 0.2701
C 1.881 2.163 3.545 -1.0675
C 2.371 4.592 3.674 -1.0304
H 0.194 2.707 1.802 0.3147
H 2.242 1.851 4.456 0.5467
H 2.433 1.971 2.677 0.5574
H 1.099 1.218 3.243 -0.0760
H 2.838 5.133 2.786 0.3150
H 2.902 4.599 4.628 0.3512
H 1.681 5.625 3.636 0.3363
C 1.078 0.451 0.161 -0.2855
O 1.092 -0.310 1.076 -0.3846
N -0.051 0.854 -0.515 0.6957
C -0.069 1.942 -1.601 -1.2315
C -1.330 0.206 -0.103 -1.7132
H 1.897 1.170 -0.029 0.2837
H 0.938 1.933 -1.976 0.2370
H -0.167 2.795 -0.994 0.6110
H -0.941 2.060 -2.120 0.4788
H -1.796 0.104 -1.137 0.4154
H -1.847 0.511 0.790 0.1249
H -1.076 -0.724 0.063 0.8437
C 2.191 -2.923 -2.019 -0.0778
O 2.825 -3.979 -1.835 -0.6541
N 1.062 -2.735 -2.660 0.1595
C 0.408 -1.457 -2.803 0.0023
C 0.456 -3.952 -3.373 -0.9559
H 2.613 -2.146 -1.563 0.4963
H -0.681 -1.753 -2.319 0.0611
H 0.250 -0.995 -3.749 0.0742
H 0.952 -0.612 -2.211 -0.2407
H -0.479 -3.637 -3.784 0.3640
H 0.218 -4.956 -3.037 0.3540
H 1.210 -4.252 -4.227 0.2846
C 5.091 -0.908 4.069 0.1846
O 4.982 -1.985 4.612 -0.5919
N 4.756 -0.761 2.800 0.1976
C 4.951 0.503 2.081 -1.0726
C 4.097 -1.779 1.965 -0.8282
H 5.595 -0.101 4.685 0.2992
H 5.205 1.296 2.660 0.4551
H 4.225 0.804 1.371 0.1537
H 5.752 0.362 1.308 0.4015
H 4.468 -2.811 2.338 0.3363
H 4.312 -1.610 0.892 0.3467
H 2.997 -2.010 1.985 0.1186
```


## B
The following is a DFT calculation (ωB97M-V/def2-TZVPD) of a 7-piece molecular cluster, C27H45N7O9 overall.

Summary:
LUMO energy   -0.07088 hartree
E_HOMO   -8.79 eV
SMILES   O=[N+]([O-])c1ccccc1.O=[N+]([O-])c1ccccc1.CN(C)C=O.CN(C)C=O.CN(C)C=O.CN(C)C=O.CN(C)C=O
Total charge   0
Frontier orbital gap   6.86 eV

XYZ file:
```
88
Properties=species:S:1:pos:R:3:mulliken_charge:R:1
C -4.193 -1.039 -3.910 -0.2150
C -4.198 -2.344 -4.524 -0.2569
C -3.071 -3.341 -4.410 -0.9922
C -1.889 -2.975 -3.469 0.1945
C -1.840 -1.458 -2.867 -0.4280
C -3.118 -0.631 -3.082 -0.9113
N -0.736 -3.809 -3.201 1.1221
O -0.932 -4.994 -3.203 -0.6304
O 0.225 -3.444 -3.798 -0.5174
H -5.129 -0.324 -4.021 0.2506
H -5.205 -2.785 -5.094 0.1818
H -3.224 -4.106 -4.874 0.9091
H -0.968 -1.102 -2.535 0.9464
H -3.385 0.395 -2.906 0.3351
C 3.494 6.630 7.578 -0.5169
C 2.042 6.003 7.793 -0.6913
C 1.430 5.166 6.627 -0.4870
C 2.203 5.005 5.362 0.2896
C 3.604 5.595 5.220 -0.5721
C 4.085 6.513 6.304 -0.3426
N 1.387 4.325 4.234 0.7825
O 2.076 4.173 3.041 -0.5353
O 0.288 3.760 4.293 -0.5103
H 3.874 7.118 8.340 0.5124
H 1.654 6.259 8.590 0.5878
H 0.546 4.695 6.765 0.5017
H 4.111 5.413 4.430 0.6455
H 4.991 7.082 6.197 0.3375
C 4.352 3.777 -3.728 0.1319
O 4.365 4.159 -4.869 -0.5424
N 3.200 3.924 -2.969 0.1191
C 3.008 3.324 -1.678 -1.0894
C 2.054 4.579 -3.641 -0.9454
H 5.151 3.173 -3.087 0.2336
H 3.051 4.062 -0.936 0.5689
H 3.601 2.514 -1.386 0.4203
H 1.919 3.138 -1.628 0.1507
H 1.242 4.840 -3.141 0.5048
H 1.562 3.831 -4.467 0.2030
H 2.424 5.687 -4.049 0.2586
C 0.183 -5.896 0.253 0.1962
O 1.154 -6.386 0.855 -0.6457
N -0.632 -5.117 0.941 0.2167
C -1.986 -4.800 0.420 -0.5468
C -0.306 -4.714 2.324 -0.5362
H -0.055 -6.061 -0.921 0.1439
H -1.791 -3.830 -0.167 -0.0160
H -2.649 -4.703 1.400 0.1333
H -2.269 -5.535 -0.362 0.4270
H 0.633 -4.339 2.322 0.4416
H -0.385 -5.545 2.913 0.4940
H -1.063 -3.899 2.613 -0.4181
C -3.112 -4.248 4.341 0.0125
O -2.213 -4.897 5.033 -0.6342
N -3.154 -2.980 4.033 0.2655
C -4.345 -2.462 3.415 -1.2036
C -2.038 -2.085 4.559 -0.7019
H -4.118 -4.718 3.860 0.2856
H -4.678 -2.960 2.451 0.3404
H -4.384 -1.516 3.027 0.3899
H -5.161 -2.678 4.015 0.5287
H -1.890 -2.068 5.645 0.3353
H -2.359 -0.982 4.203 0.1976
H -1.052 -2.248 4.160 0.2490
C 0.622 -1.022 -5.626 0.8664
O 0.096 -1.504 -6.637 -0.7414
N 1.599 -0.279 -5.558 0.0204
C 2.265 0.353 -4.357 -0.2723
C 2.081 0.400 -6.834 -0.8846
H 0.291 -1.259 -4.682 -0.1631
H 1.533 0.487 -3.586 0.1598
H 2.709 1.414 -4.573 -0.0875
H 3.044 -0.283 -3.962 0.2494
H 2.593 1.302 -6.534 0.2915
H 1.235 0.411 -7.467 0.3661
H 3.044 -0.100 -7.399 0.2231
C 0.389 0.621 -0.223 0.3709
O 0.817 0.101 -1.275 -0.6551
N -0.502 0.164 0.573 0.2093
C -1.083 1.172 1.608 -0.9707
C -1.006 -1.177 0.712 -1.0422
H 0.757 1.618 -0.266 0.0570
H -0.361 2.189 1.841 0.1648
H -1.051 0.593 2.374 0.4589
H -2.061 1.513 1.385 0.3405
H -0.964 -1.777 1.614 0.4359
H -0.427 -1.812 -0.041 0.2742
H -2.005 -1.250 0.285 0.3699
```


Energetically preferred structure: A | next structure: +54.4 kcal/mol


## A
The following is a DFT calculation (ωB97M-V/def2-TZVPD) of a 2-piece molecular cluster, C2H8NOS overall.

Summary:
LUMO energy   0.15207 hartree
E_HOMO   -3.14 eV
Total charge   -1
Frontier orbital gap   7.28 eV

XYZ file:
```
13
Properties=species:S:1:pos:R:3:nbo_charge:R:1
C -1.420 0.938 -0.264 -0.2271
C -0.853 0.021 0.804 -0.5161
S 1.028 0.253 0.823 -0.6994
N -0.789 0.786 -1.550 -0.8974
H -1.225 2.071 0.103 0.1558
H -2.575 0.818 -0.209 0.1572
H -0.899 -1.052 0.492 0.1869
H -1.423 0.122 1.796 0.1833
H -1.373 0.149 -2.102 0.3381
H 0.128 0.454 -1.214 0.3999
H 3.816 -1.294 0.615 0.4441
H 2.380 -1.309 0.380 0.4888
O 3.205 -1.958 0.328 -1.0142
```


## B
The following is a DFT calculation (ωB97M-V/def2-TZVPD) of a 2-piece molecular cluster, C2H8NOS overall.

Summary:
LUMO energy   0.15265 hartree
E_HOMO   -3.07 eV
Total charge   -1
Frontier orbital gap   7.22 eV

XYZ file:
```
13
Properties=species:S:1:pos:R:3:nbo_charge:R:1
S 1.423 -2.288 0.367 -1.0125
H 2.393 -3.199 0.261 0.0999
H 1.347 -0.603 -0.876 0.5044
C -1.523 -0.014 0.487 -0.4143
N -0.865 1.162 -0.092 -0.6623
C 0.575 1.144 -0.185 0.0821
O 1.082 0.311 -1.231 -0.8262
H -1.541 -0.842 -0.226 0.1887
H -2.547 0.265 0.757 0.1696
H -0.984 -0.308 1.383 0.2084
H -1.299 1.451 -0.954 0.3458
H 0.972 0.790 0.772 0.1705
H 0.967 2.130 -0.462 0.1461
```


Energetically preferred structure: B | next structure: +11.2 kcal/mol


## A
The following is a DFT calculation (ωB97M-V/def2-TZVPD) of a 2-piece molecular cluster, C2H8NOS overall.

Summary:
LUMO energy   0.15283 hartree
E_HOMO   -2.62 eV
Total charge   -1
Frontier orbital gap   6.78 eV

XYZ file:
```
13
Properties=species:S:1:pos:R:3:nbo_charge:R:1
C 0.796 0.511 1.240 -0.2306
C 0.146 -0.317 0.152 -0.5395
S -0.413 0.609 -1.318 -0.7076
N -0.197 0.895 2.264 -0.8580
H 1.214 1.389 0.744 0.1739
H 1.577 -0.002 1.795 0.1601
H -0.776 -0.722 0.571 0.1964
H 0.735 -1.218 -0.063 0.1786
H -0.867 1.564 1.907 0.3578
H 0.225 1.293 3.092 0.3342
H -0.703 -1.207 -4.215 0.4460
H -0.821 -1.052 -2.728 0.4975
O -0.917 -1.741 -3.443 -1.0089
```


## B
The following is a DFT calculation (ωB97M-V/def2-TZVPD) of a 2-piece molecular cluster, C2H8NOS overall.

Summary:
LUMO energy   0.15448 hartree
E_HOMO   -2.84 eV
Total charge   -1
Frontier orbital gap   7.04 eV

XYZ file:
```
13
Properties=species:S:1:pos:R:3:nbo_charge:R:1
C -0.850 -0.776 -0.900 -0.2223
C 0.286 0.137 -0.407 -0.5244
S -0.180 1.233 0.974 -0.7061
N -2.115 -0.063 -1.061 -0.8747
H -0.909 -1.603 -0.182 0.1482
H -0.565 -1.208 -1.866 0.1524
H 0.635 0.740 -1.239 0.1758
H 1.090 -0.524 -0.079 0.1729
H -2.105 0.684 -0.355 0.3871
H -2.888 -0.664 -0.810 0.3333
H 1.814 0.956 2.137 0.5027
H 2.995 0.234 1.543 0.4502
O 2.790 0.855 2.246 -0.9951
```


Energetically preferred structure: B | next structure: +5.4 kcal/mol


## A
The following is a DFT calculation (ωB97M-V/def2-TZVPD) of the molecule C3H3N3.

Summary:
LUMO energy   -0.03967 hartree
E_HOMO   -10.70 eV
SMILES   [H]/N=C1\C=NC=N1
Total charge   0
Frontier orbital gap   9.62 eV

XYZ file:
```
9
Properties=species:S:1:pos:R:3:nbo_charge:R:1
C -0.693 -0.307 0.058 0.2966
C 0.120 0.920 0.149 0.0491
C 1.330 -0.810 -0.111 0.2578
H -2.283 0.608 -0.246 0.3397
H -0.391 1.895 0.309 0.2024
H 2.281 -1.213 -0.255 0.1926
N -1.946 -0.372 -0.090 -0.5051
N 1.347 0.676 -0.042 -0.4112
N 0.236 -1.398 0.228 -0.4219
```


## B
The following is a DFT calculation (ωB97M-V/def2-TZVPD) of C3H3N3 as an isolated structure.

Summary:
LUMO energy (spin up / spin down)   -0.08564 / -0.09878 hartree
E_HOMO (spin up / spin down)   -10.07 / -10.00 eV
Total charge   0
Frontier orbital gap (spin up / spin down)   7.74 / 7.31 eV

XYZ file:
```
9
Properties=species:S:1:pos:R:3:nbo_charge:R:1
C 1.128 -1.002 -0.097 0.0515
C 1.512 -1.927 -1.127 0.4178
C 0.038 -0.050 -0.005 -0.6434
N 2.386 -2.832 -0.913 -0.3049
N 2.740 -2.384 0.274 0.0091
N 2.039 -1.314 0.774 -0.2460
H -0.637 -0.396 -0.746 0.2284
H -0.304 0.002 1.000 0.2493
H 0.426 0.867 -0.403 0.2382
```


Energetically preferred structure: A | next structure: +96.8 kcal/mol


## A
The following is a DFT calculation (ωB97M-V/def2-TZVPD) of the molecule C3H3N3.

Summary:
LUMO energy (spin up / spin down)   -0.03710 / -0.03697 hartree
E_HOMO (spin up / spin down)   -9.11 / -9.11 eV
Total charge   0
Frontier orbital gap (spin up / spin down)   8.10 / 8.10 eV

XYZ file:
```
9
Properties=species:S:1:pos:R:3:nbo_charge:R:1
C 0.080 0.847 -0.166 -0.3060
C 1.218 0.134 0.098 -0.0435
N 1.017 -1.200 0.408 -0.2394
N -0.275 -1.318 0.240 0.0852
N -1.181 -1.211 -0.676 -0.1103
C -1.082 0.009 0.103 -0.0461
H 0.036 1.900 -0.399 0.2353
H 2.246 0.478 0.033 0.2271
H -1.945 0.336 0.691 0.1977
```


## B
The following is a DFT calculation (ωB97M-V/def2-TZVPD) of the molecule C3H3N3.

Summary:
LUMO energy   0.01364 hartree
E_HOMO   -9.41 eV
Total charge   0
Frontier orbital gap   9.78 eV

XYZ file:
```
9
Properties=species:S:1:pos:R:3:nbo_charge:R:1
C -0.236 -0.340 0.556 -0.2664
C 0.437 -1.173 -0.217 0.4066
C 0.402 2.833 0.519 0.2331
N -0.179 1.874 0.288 -0.3774
N -0.996 0.808 0.203 -0.4128
N 1.170 -1.886 -0.942 -0.5894
H -0.050 -0.254 1.627 0.2398
H -1.419 0.877 -0.760 0.3906
H 0.871 -2.740 -1.275 0.3759
```


## C
The following is a DFT calculation (ωB97M-V/def2-TZVPD) of the molecule C3H3N3.

Summary:
LUMO energy (spin up / spin down)   -0.09921 / -0.08906 hartree
E_HOMO (spin up / spin down)   -9.08 / -8.90 eV
Total charge   0
Frontier orbital gap (spin up / spin down)   6.38 / 6.47 eV

XYZ file:
```
9
Properties=species:S:1:pos:R:3:nbo_charge:R:1
N -0.427 -1.412 -0.268 -0.7498
C 0.222 0.491 0.615 -0.1227
C 0.968 -0.434 -0.098 0.1965
N 2.119 -0.353 -0.457 -0.3232
C -0.375 1.625 0.045 0.1979
N -0.873 2.593 -0.351 -0.2194
H -1.389 -1.255 0.093 0.3871
H -0.500 -1.592 -1.263 0.3765
H 0.254 0.337 1.685 0.2572
```


Energetically preferred structure: B | next structure: +29.7 kcal/mol